A molecular structure, C8H32O8, computed with the ωB97M-V functional and the def2-TZVPD basis.

Positions of all 48 atoms, in Å:
C  -26.9780  -19.0102  15.5724
O  -25.9522  -20.0164  15.5629
H  -26.5755  -18.0540  15.2383
H  -27.7258  -19.2304  14.8106
H  -27.3801  -18.8156  16.5667
H  -25.1606  -19.7073  16.0094
C  -26.2721  -18.1509  18.3625
O  -26.1873  -18.6132  19.6365
H  -27.1812  -18.5670  17.9282
H  -26.4486  -17.0770  18.4231
H  -25.3467  -18.4549  17.8733
H  -25.3226  -18.9662  19.8585
C  -22.8146  -20.0885  16.6220
O  -23.7970  -19.1126  16.7541
H  -22.4262  -20.3742  17.5995
H  -23.2410  -20.9997  16.2024
H  -21.9878  -19.8013  15.9723
H  -23.9400  -18.9276  17.6852
C  -22.9102  -19.2128  19.8354
O  -24.0482  -18.4545  19.6432
H  -22.8198  -20.0699  19.1680
H  -22.0198  -18.5846  19.8591
H  -22.9960  -19.6926  20.8103
H  -23.7464  -17.9076  18.9143
C  -27.7613  -15.3626  20.0230
O  -28.2007  -15.5579  21.3177
H  -26.8627  -14.7712  19.8472
H  -27.5814  -16.3107  19.5163
H  -28.6104  -14.9074  19.5132
H  -28.5335  -14.7610  21.7372
C  -26.9956  -20.9265  18.5144
O  -26.6776  -22.2635  18.9082
H  -26.3262  -20.6358  17.7048
H  -27.9888  -20.9408  18.0658
H  -26.8820  -20.2124  19.3301
H  -26.6699  -22.6590  18.0335
C  -25.4674  -16.4842  15.9535
O  -25.4352  -15.1179  16.3873
H  -24.4379  -16.8367  16.0161
H  -26.2403  -17.0037  16.5201
H  -25.7706  -16.5234  14.9073
H  -26.3274  -14.7694  16.3230
C  -28.9010  -17.8784  20.4081
O  -27.7743  -18.5673  21.0562
H  -28.8391  -17.4884  19.3922
H  -29.7609  -18.5482  20.4024
H  -29.2205  -17.1090  21.1109
H  -26.9832  -18.3466  20.5592

Forces on the atoms, in the same order (eV/Å):
0.8125 0.0442 -1.0941
-1.4317 -0.2113 -0.5749
-0.1850 -0.7673 -0.2111
-0.1574 -0.5739 0.3734
-0.5089 -0.6811 -1.0951
0.0066 0.4909 0.0879
-0.3283 0.4400 0.3620
0.7104 -0.2292 -0.7100
0.5414 0.0099 0.3165
0.6421 0.1608 -0.5010
-1.3865 0.6529 -0.6771
-0.4360 0.1741 -0.2566
0.9663 -1.6613 -0.0364
0.2372 1.0034 -0.0131
0.2766 0.0122 -0.4854
-0.1621 -0.0226 -0.1456
-0.0994 0.3843 0.0562
0.1752 -0.5189 -0.2995
1.6449 -1.7995 2.0132
3.6003 1.0289 -0.8432
0.0145 0.3743 -0.1131
0.1570 -0.1980 -0.1937
0.0807 0.1841 0.2001
-0.8047 1.1511 0.2053
-0.5516 0.7090 -1.3891
0.9943 0.2911 1.8085
0.1316 0.3543 0.5571
-0.0237 0.4361 0.6955
0.2066 0.2673 -0.8035
0.2048 0.2410 -0.3321
-0.0200 -0.3400 -0.1681
0.1069 0.2047 -0.3167
0.1359 0.0783 0.0240
-0.3544 0.3988 0.1866
-0.6833 -1.0605 -0.1517
0.1694 -0.8880 0.2434
-0.3152 1.7747 -0.1783
0.2345 -0.0379 0.0998
-0.3695 -0.4156 0.2995
0.9251 0.1430 -0.1111
0.1575 0.0717 -0.2291
-0.0174 0.0858 -0.0124
-0.8582 -1.8995 2.3290
-4.7180 0.8942 1.5029
0.5389 -0.3718 0.0153
0.0943 -0.5790 -0.2358
0.0037 -0.1277 -0.7342
-0.3581 0.3220 0.5357

Output
Relative energy (zero: lowest compared OMol25 entry of this formula, charge and spin) = 216.3 kcal per mole
Orbital gap = 0.3065 Eh
LUMO level = 0.167 eV
Electronic energy = -925.547127 a.u.
Highest occupied orbital energy = -8.17 eV
Net charge = 0